The following is a quantum chemistry calculation of a structure of composition C33H40N4P2ReSe at a distorted geometry, from the Open Molecules 2025 dataset.

Last column: Löwdin spin population.
CARTESIAN COORDINATES (ANGSTROEM)
Re: 2.66 -1.51 -1.59  1.768
C: 1.97 -0.89 1.67  0.108
C: 3.11 -1.33 0.91  0.297
C: 3.68 -2.75 1.13  0.042
C: 3.32 -3.85 0.12  0.017
C: 2.34 -3.48 -0.99  -0.010
C: 1.16 -2.70 -0.54  -0.036
C: 0.72 -3.00 0.92  0.001
C: 0.94 -1.90 1.98  0.006
C: 1.54 -1.07 -3.19  0.098
H: 1.91 0.10 2.16  0.014
H: 3.91 -0.58 0.70  0.010
H: 3.44 -3.12 2.15  0.010
H: 4.77 -2.58 1.14  0.003
H: 4.26 -4.27 -0.31  0.000
H: 2.82 -4.67 0.69  -0.002
H: 2.13 -4.24 -1.75  0.003
H: 0.26 -2.70 -1.18  0.007
H: 1.18 -3.93 1.31  0.000
H: -0.35 -3.22 0.86  -0.001
H: -0.01 -1.40 2.20  0.000
H: 1.26 -2.39 2.92  0.004
H: 0.45 -1.04 -3.08  0.013
H: 1.80 -1.87 -3.92  0.030
H: 1.95 -0.13 -3.60  0.017
P: 3.49 -3.21 -4.21  0.009
P: 6.06 -1.78 -1.48  0.023
N: 2.93 -4.89 -4.35  0.000
N: 3.93 -3.18 -5.95  0.002
N: 7.03 -3.29 -1.01  0.005
N: 7.74 -0.89 -1.56  0.006
C: 5.14 -3.45 -3.50  0.000
C: 5.97 -2.15 -3.25  0.000
C: 1.59 -5.26 -4.54  0.000
C: 1.50 -6.63 -4.68  0.000
C: 2.83 -7.14 -4.58  0.000
C: 3.69 -6.07 -4.37  0.000
C: 3.48 -2.23 -6.88  0.001
C: 4.03 -2.53 -8.13  0.000
C: 4.82 -3.72 -7.98  0.000
C: 4.74 -4.10 -6.64  0.000
C: 6.80 -4.06 0.13  0.001
C: 7.69 -5.12 0.17  0.000
C: 8.49 -5.04 -1.01  0.000
C: 8.05 -3.92 -1.73  0.001
C: 8.84 -1.15 -0.73  0.001
C: 9.93 -0.37 -1.16  0.001
C: 9.48 0.40 -2.29  0.001
C: 8.15 0.05 -2.51  0.000
H: 5.75 -4.14 -4.13  0.000
H: 4.91 -3.94 -2.54  0.000
H: 6.97 -2.21 -3.71  0.000
H: 5.53 -1.24 -3.69  0.000
H: 0.84 -4.48 -4.56  0.000
H: 0.58 -7.20 -4.85  0.000
H: 3.13 -8.18 -4.66  0.000
H: 4.77 -6.07 -4.25  0.000
H: 2.77 -1.48 -6.56  0.000
H: 3.89 -1.95 -9.04  0.000
H: 5.34 -4.26 -8.77  0.000
H: 5.14 -4.97 -6.15  0.000
H: 6.07 -3.76 0.86  0.000
H: 7.74 -5.88 0.93  0.000
H: 9.29 -5.71 -1.31  0.000
H: 8.40 -3.54 -2.69  0.000
H: 8.79 -1.89 0.08  0.000
H: 10.91 -0.37 -0.70  0.000
H: 10.06 1.11 -2.87  0.000
H: 7.46 0.41 -3.27  0.000
Se: 1.52 0.29 -0.62  0.469
C: -0.31 1.17 -0.03  0.058
C: -0.74 0.90 1.26  0.002
C: -2.03 1.26 1.67  0.001
C: -2.83 2.07 0.84  -0.002
C: -2.34 2.45 -0.42  0.004
C: -1.07 2.00 -0.85  0.014
H: -0.09 0.39 1.96  0.000
H: -2.41 0.87 2.62  0.000
H: -3.84 2.37 1.18  0.000
H: -2.99 3.04 -1.07  0.001
H: -0.70 2.27 -1.84  0.002

## Properties
Charge   +2
2S+1   4
<S²>   3.789
Gap between HOMO and LUMO (alpha / beta)   3.9365 / 3.6291 eV
LUMO energy (alpha / beta)   -0.31005 / -0.32133 Ha
Total energy   -4661.979927 hartree
Highest occupied orbital energy (alpha / beta)   -0.4547 / -0.4547 Ha